ORCA calculation (ωB97M-V with the def2-TZVPD basis set) on C20H18N4PdS2 as an isolated structure.

Last column: Mulliken charge in e.
Atoms and positions in Å:
Pd 0.22 0.23 -0.96  0.28
C 0.36 4.61 -3.90  -0.87
S 1.73 3.44 -4.01  -0.03
C 1.17 2.06 -3.10  0.67
S -0.26 2.14 -2.10  -0.36
N 1.91 1.01 -3.29  -1.13
N 1.51 -0.05 -2.50  0.51
C 1.96 -1.21 -2.79  -0.62
C 1.51 -2.35 -1.98  0.85
C 1.99 -3.62 -2.23  -0.72
C 1.42 -4.69 -1.54  -0.32
C 0.40 -4.44 -0.65  -0.83
C 0.00 -3.12 -0.44  0.33
N 0.55 -2.09 -1.07  0.04
H 0.78 5.58 -4.16  0.33
H -0.04 4.64 -2.89  0.32
H -0.43 4.35 -4.60  0.30
H 2.61 -1.34 -3.65  0.38
H 2.77 -3.77 -2.95  0.39
H 1.77 -5.70 -1.72  0.43
H -0.09 -5.23 -0.11  0.42
H -0.78 -2.88 0.28  -0.02
C -2.42 -2.83 2.51  -0.52
C -2.99 -2.28 1.37  -0.54
C -2.45 -1.14 0.79  -0.24
C -1.33 -0.51 1.34  -0.42
C -0.78 -1.05 2.51  0.39
C -1.31 -2.20 3.08  -0.64
N -0.82 0.63 0.71  -0.27
C -0.35 1.68 1.51  -0.11
C 0.87 2.33 1.31  -0.29
C 1.27 3.38 2.12  -0.67
C 0.48 3.80 3.18  -0.49
C -0.74 3.17 3.39  -0.56
C -1.15 2.13 2.57  -0.10
H -2.82 -3.73 2.95  0.40
H -3.86 -2.74 0.93  0.37
H -2.91 -0.69 -0.08  0.41
H 0.08 -0.57 2.96  0.51
H -0.87 -2.60 3.98  0.37
H 1.52 2.00 0.51  0.49
H 2.22 3.86 1.94  0.38
H 0.80 4.61 3.82  0.38
H -1.38 3.49 4.20  0.36
H -2.11 1.66 2.73  0.43

Output
Multiplicity: 1
Relative energy (zero: lowest compared OMol25 entry of this formula, charge and spin) (kcal/mol): 0.0
HOMO (hartree): -0.251